The following is a DFT calculation (wB97M-V/def2-TZVPD) of a 2-piece molecular cluster, C10H16O overall.

* gap between HOMO and LUMO: 0.3439 Ha
* HOMO: -8.5 eV
* maximum force: 1.40 eV/Å

Geometry (Å):
H  -1.6253  -0.8696  2.0054
H  1.9022  -1.6145  2.5136
H  -1.9866  -0.4402  -2.9268
C  0.7582  1.9727  0.9827
H  0.7866  -1.6910  -0.8703
C  -0.9532  -0.0844  1.6622
H  0.3009  -2.2047  2.8055
H  -1.6437  -1.2690  -1.4825
H  2.2982  0.5303  1.3075
H  -1.9945  3.4245  0.5690
C  0.9076  -1.6895  2.0605
C  0.0939  -0.1275  -2.1530
C  1.2632  0.7406  1.3719
H  0.3456  0.2947  -3.1328
H  1.9251  -0.3632  -1.1530
H  1.6053  -1.6094  -2.4428
H  -0.1295  0.7300  -1.5158
H  1.3952  2.7950  0.7159
H  -2.5856  1.2286  1.1566
C  1.2123  -1.0250  -1.6104
C  -1.5153  1.1428  1.2890
C  0.4146  -0.3230  1.6738
O  -1.0386  3.3870  0.5014
H  -0.9749  -1.7925  -3.0691
C  -1.1711  -0.9506  -2.4029
C  -0.6196  2.1426  0.9499
H  1.0292  -2.3347  1.1945

---

The following is a DFT calculation (wB97M-V/def2-TZVPD) of C43H51BN8O6SY as an isolated structure.

* gap between HOMO and LUMO: 0.2510 Ha
* net charge: +1
* HOMO: -9.9 eV
* maximum force: 0.75 eV/Å

Geometry (Å):
H  -4.7012  -4.8148  1.5750
C  4.2012  -2.7493  1.4540
C  -3.0301  1.0711  3.5346
H  5.5029  2.9153  -2.0747
H  3.2381  -1.9091  4.1624
H  -3.7133  3.1607  6.9658
H  -2.1341  4.2235  2.8640
C  -1.5484  2.4846  1.7606
H  2.1115  -0.5447  4.2975
B  2.5286  0.2268  -1.0207
H  5.8400  -2.0801  -2.1006
H  -0.3028  -4.6299  1.8970
H  -3.2394  1.6114  6.2645
Y  0.0328  0.0071  0.0245
H  0.3202  -3.2765  0.9982
C  -1.7248  -3.4382  1.0652
H  -5.7041  3.0477  3.7919
O  -6.0793  4.4698  1.8452
H  -3.8181  5.0224  -1.2580
C  -4.0795  1.3416  -0.1084
H  -5.6633  2.0175  1.1729
H  -1.4676  5.1579  1.3079
O  3.4198  -0.8711  -1.3133
H  1.1611  -3.2797  -4.3325
C  5.7707  -1.0008  -2.1023
O  2.5738  -3.4839  -0.5480
S  -2.0695  -2.0472  0.1377
O  3.2682  1.3971  -1.3071
H  -1.1996  8.5201  0.2751
C  -1.1691  7.4457  0.4567
C  2.7654  -2.3355  1.3958
N  -1.6047  1.1582  1.6167
O  0.8812  0.4970  2.3305
H  7.6113  1.7782  -2.7642
C  1.1806  7.3944  -0.3661
N  1.3522  -0.5819  1.7982
H  -2.2704  3.3431  -2.1731
C  -1.4570  -1.1538  -4.4436
H  7.7757  -0.6673  -2.7747
C  2.8659  -1.0136  3.6670
H  1.8895  6.9899  -1.0886
C  -3.9181  3.9880  -0.9490
H  -5.8030  3.1986  5.5456
C  4.6187  -0.3433  -1.7325
C  6.8483  -0.1986  -2.4757
C  -4.1347  -3.9566  1.2229
C  0.5749  -1.9045  -2.8016
C  -3.7810  3.1393  4.8016
N  -2.7283  -4.2247  1.4674
C  -5.2545  2.7236  4.7311
C  -3.0422  3.0472  -1.4738
C  4.5234  1.0341  -1.7243
C  -0.8265  4.6094  0.6385
C  0.4533  -2.5166  -4.0434
H  4.7930  -2.1078  0.7938
H  -4.3078  5.1013  5.5006
H  -5.8307  5.6167  -0.9118
C  0.7093  3.1398  -1.0217
H  -0.8409  7.3005  1.4875
C  -3.1755  2.6931  6.1403
H  1.5687  7.1987  0.6344
H  -0.7967  8.1606  -2.1137
H  1.2455  4.9491  -1.9902
H  -2.3361  -0.5982  2.3897
H  -3.0133  0.7210  -3.3357
O  -6.0693  5.7152  0.0174
C  0.6573  4.5052  -1.1994
C  -2.2226  3.1538  2.7770
C  -2.3210  0.4766  2.5143
C  -3.0067  2.4562  3.6841
H  -4.3187  -3.8226  0.1586
H  3.1470  -2.8056  -0.9566
C  -0.1331  5.2835  -0.3544
H  -2.1250  2.9794  6.2113
H  -4.1143  5.0206  3.7525
H  -1.7165  6.6550  -2.1281
C  -0.7250  7.0827  -1.9634
H  4.5945  -2.6388  2.4613
N  -0.4854  -3.7662  1.4104
C  -5.7143  4.6161  0.7120
C  2.2693  -1.3245  2.3348
H  -3.5972  0.4441  4.2084
H  1.1398  8.4748  -0.5088
C  -2.2261  0.3781  -2.6611
C  -0.7442  3.2250  0.7512
H  -2.2822  -0.8255  -5.0606
N  -0.2609  -0.9641  -2.3745
H  -0.6865  -2.5775  -5.8614
H  -4.1167  0.3099  0.2148
C  6.7539  1.1883  -2.4697
C  -4.8469  3.6188  0.0114
C  -0.5709  -2.1293  -4.8844
H  -2.6919  5.0391  4.8204
C  -0.2191  6.7912  -0.5441
H  -5.3901  1.6462  4.8322
H  -2.4996  -5.0248  2.0348
H  3.6929  -0.3037  3.5808
C  -3.7103  4.6629  4.7010
N  0.0160  2.4955  -0.0736
H  1.3647  -2.1872  -2.1216
H  1.3454  2.5220  -1.6406
C  5.5809  1.8376  -2.0893
H  -2.1904  7.0686  0.3662
C  -1.2698  -0.6120  -3.1840
N  1.9428  -2.7239  0.4774
N  -2.1453  0.7872  -1.4622
H  -0.0557  6.6848  -2.7260
C  -3.1141  1.7372  -1.0322
H  -4.4662  -3.0620  1.7508
C  -4.9343  2.2866  0.4211
H  4.3219  -3.7728  1.1079

---

The following is a DFT calculation (wB97M-V/def2-TZVPD) of a 2-piece molecular cluster, C4H10N4 overall.

* gap between HOMO and LUMO (alpha / beta): 0.3107 / 0.3106 Ha
* HOMO (alpha / beta): -8.2 / -8.2 eV
* maximum force: 4.59 eV/Å

Geometry (Å):
H  -2.3016  -0.7994  0.6638
H  0.9926  -0.6118  0.6826
H  0.8103  2.4576  0.6413
C  0.7142  -1.2643  -1.3655
H  0.5702  1.8095  2.2684
C  0.3096  -2.4877  -1.0300
H  -0.1930  -2.6621  -0.0892
C  0.0652  2.0664  1.3369
H  2.8244  0.3286  -1.2303
H  1.1765  -1.1151  -2.3363
N  -2.5471  0.1710  0.4775
H  0.4665  -3.3410  -1.6731
N  -0.4742  0.8478  0.7716
C  1.2084  -0.2325  -0.3151
N  2.1240  0.6332  -0.5535
N  -1.5767  0.9959  0.1112
H  -3.4596  0.3915  0.1157
H  -0.7099  2.8124  1.5239

---

- The lowest maximum force belongs to which entry?
  C43H51BN8O6SY